# 1
This record from OMol25 describes a molecular structure, C30H35ClFN2O2ScSi2 at a distorted geometry. The level of theory is ωB97M-V/def2-TZVPD.

Results
ΔE to the lowest compared entry with this formula, charge and spin = 181.5 kJ/mol
net charge = -2
frontier orbital gap (spin up / spin down) = 3.054 / 3.265 eV

Each line ends with the Mulliken charge.
Cartesian coordinates (Å):
Sc  -0.356  0.205  0.409  -0.217
Cl  -5.481  4.889  -0.935  -0.316
Si  -0.609  -1.387  -2.350  1.049
Si  1.512  0.062  -2.284  1.112
F  -2.192  -0.036  0.130  -0.724
O  -0.549  1.814  -1.029  -0.381
O  -0.147  -1.405  1.440  -0.009
N  1.840  0.516  1.815  0.323
N  -0.546  1.970  1.631  0.520
C  -1.724  -3.253  1.782  -1.485
C  -1.584  2.603  -1.063  0.240
C  -3.975  4.107  -1.073  0.303
C  0.417  2.619  5.160  -0.712
C  -0.762  -3.113  -1.602  -1.131
C  1.451  1.285  2.862  0.039
C  -2.292  -0.728  -2.908  -1.084
C  -0.742  -2.254  2.394  1.632
C  2.906  -0.313  1.963  -0.097
C  0.423  -2.917  3.171  -1.465
C  3.411  0.591  4.143  -1.116
C  -1.619  -1.470  3.428  -1.658
C  1.702  2.103  5.160  -0.991
C  -2.305  2.800  -2.268  -0.291
C  -0.420  2.487  4.003  -0.615
C  0.390  -1.746  -3.859  0.109
C  -2.015  3.219  0.140  0.381
C  0.151  1.923  2.822  0.609
C  3.039  -0.152  -1.225  -1.000
C  3.740  -0.254  3.092  -1.081
C  -1.377  2.971  1.377  -0.502
C  2.197  1.320  4.077  1.307
C  -3.485  3.514  -2.260  -0.726
C  0.122  -2.617  -4.899  -0.600
C  1.479  1.836  -2.929  -1.090
C  2.304  -2.026  -5.805  -0.438
C  1.144  -2.798  -5.845  -0.571
C  1.567  -0.990  -3.819  0.280
C  2.527  -1.072  -4.819  -0.972
C  -3.185  4.048  0.084  -1.017
H  0.023  3.109  6.057  0.306
H  2.360  1.962  -3.609  0.440
H  -1.616  3.685  2.177  0.248
H  1.532  2.599  -2.134  0.233
H  0.930  -2.107  3.703  0.261
H  3.027  -1.047  -0.599  0.066
H  -0.742  -3.298  -4.872  0.365
H  4.579  -0.943  3.185  0.271
H  -2.285  -2.674  1.033  0.200
H  -2.637  0.096  -2.291  0.281
H  -2.154  -2.124  4.170  0.413
H  -2.394  -0.545  -3.995  0.298
H  0.024  -3.665  3.916  0.335
H  3.451  -0.504  -4.807  0.393
H  -2.411  -3.713  2.531  0.400
H  -4.143  3.590  -3.156  0.266
H  -3.463  4.640  0.971  0.297
H  -0.342  -3.833  -2.326  0.531
H  0.966  -3.557  -6.633  0.319
H  3.946  -0.207  -1.860  0.497
H  1.142  -3.428  2.480  0.238
H  3.122  0.749  -0.548  0.266
H  -1.918  2.330  -3.193  0.207
H  -3.028  -1.539  -2.587  0.283
H  3.040  -2.179  -6.603  0.333
H  -2.388  -0.870  2.895  0.310
H  -1.440  2.830  3.966  0.389
H  2.351  2.148  6.061  0.195
H  -0.192  -3.293  -0.668  0.004
H  3.012  -1.063  1.169  0.332
H  -1.002  -0.775  4.018  0.288
H  0.556  2.030  -3.507  0.186
H  -1.093  -3.975  1.241  0.311
H  4.020  0.679  5.046  0.258
H  -1.793  -3.460  -1.341  0.367

***

# 2
This record from OMol25 describes a molecular structure, C30H35N4OPd. The level of theory is ωB97M-V/def2-TZVPD.

Results
net charge = +3
frontier orbital gap (spin up / spin down) = 5.120 / 5.121 eV

Each line ends with the Mulliken charge.
Cartesian coordinates (Å):
Pd  -0.805  -0.344  0.098  0.862
O  1.519  0.099  -0.173  0.397
N  -1.263  -0.007  -1.825  0.456
N  -2.427  -1.721  0.317  0.481
N  -0.745  -0.286  2.091  0.506
N  -2.576  1.095  0.381  0.245
C  -2.391  1.485  -3.286  -1.074
C  -2.036  0.701  -4.374  -0.427
C  2.485  2.951  -0.040  0.642
C  -4.586  -3.355  0.827  -0.400
C  3.715  3.474  0.751  -1.461
C  2.573  0.379  -0.702  0.701
C  3.519  -2.196  0.743  -1.415
C  -2.376  1.952  -0.795  -1.026
C  4.310  -0.360  -2.249  -0.857
C  3.294  -2.124  -0.775  0.074
C  4.458  1.002  -2.598  -0.422
C  -3.810  0.311  0.301  -1.455
C  -1.522  0.682  2.627  0.825
C  -1.307  -0.459  -4.162  -0.976
C  3.441  -0.720  -1.274  0.297
C  1.958  -2.769  -1.183  -1.101
C  2.968  1.832  -0.908  -0.309
C  -2.288  1.637  1.714  -1.051
C  -0.943  -0.781  -2.870  -0.370
C  -3.320  -3.901  0.653  -0.913
C  -1.589  0.830  4.002  -1.003
C  -1.997  1.116  -2.013  0.728
C  1.334  2.688  0.923  -1.606
C  -3.636  -1.189  0.479  0.781
C  -0.862  -0.015  4.826  -0.462
C  3.822  2.068  -1.946  -0.786
C  -2.265  -3.051  0.407  -0.487
C  -4.743  -1.983  0.742  -1.124
C  -0.081  -1.011  4.255  -0.914
C  -0.054  -1.118  2.881  -0.510
H  2.195  3.752  -0.731  0.527
H  2.708  -1.712  1.288  0.112
H  -2.987  2.378  -3.419  0.555
H  5.164  1.244  -3.387  0.482
H  1.811  -2.730  -2.263  0.421
H  -4.544  0.671  1.027  0.567
H  4.073  2.719  1.451  0.406
H  1.982  -3.819  -0.893  0.515
H  -0.396  -1.686  -2.641  0.508
H  -3.152  -4.967  0.714  0.482
H  4.533  3.763  0.095  0.458
H  0.423  2.389  0.403  0.012
H  1.579  1.921  1.659  0.348
H  -1.702  2.553  1.607  0.589
H  -5.437  -3.991  1.029  0.450
H  -1.259  -3.428  0.277  0.527
H  1.130  3.611  1.464  0.542
H  -2.218  1.604  4.423  0.545
H  3.559  -3.242  1.044  0.449
H  1.114  -2.288  -0.683  -0.131
H  -3.212  1.919  2.226  0.456
H  4.081  3.079  -2.234  0.611
H  -2.345  0.982  -5.372  0.464
H  -3.268  2.536  -1.039  0.575
H  0.521  -1.884  2.378  0.530
H  4.924  -1.096  -2.751  0.533
H  -1.578  2.667  -0.581  0.573
H  -1.035  -1.113  -4.977  0.500
H  -0.913  0.096  5.901  0.463
H  -4.257  0.465  -0.685  0.516
H  -5.714  -1.525  0.874  0.538
H  4.463  -1.737  1.036  0.421
H  4.089  -2.692  -1.263  0.678
H  3.408  4.350  1.319  0.436
H  0.490  -1.700  4.861  0.497

***

# 3
This record from OMol25 describes 5 unconnected molecules or ions with the total composition C30H36Br8O5 at a distorted geometry. The level of theory is ωB97M-V/def2-TZVPD.

Results
SMILES string = C=Cc1cc(OCCCC)cc2c1C(=O)c1cc(CC(=O)O)ccc1C2=O.BrCCBr.BrCCBr.BrCCBr.BrCCBr
frontier orbital gap = 8.066 eV

Each line ends with the Mulliken charge.
Cartesian coordinates (Å):
Br  2.842  0.680  -9.105  -0.125
Br  -4.194  -4.486  1.937  -0.155
Br  -8.073  -1.285  7.771  -0.138
Br  0.776  -1.461  -5.196  -0.112
Br  -5.881  -2.335  4.994  -0.072
Br  -0.586  -0.551  -9.665  -0.140
Br  -1.597  0.734  -3.443  -0.033
Br  -7.576  -5.889  1.395  -0.160
O  6.376  1.106  1.282  -0.452
O  -4.361  -0.823  1.810  -0.527
O  2.160  1.924  -1.898  -0.578
O  1.018  4.644  1.774  -0.537
O  -2.377  -0.630  2.806  -0.451
C  -7.038  -4.115  2.003  -0.365
C  4.839  2.537  2.301  -0.592
C  5.618  -1.480  0.046  0.097
C  2.653  3.529  4.630  -0.730
C  -1.598  0.736  -0.031  -0.461
C  4.200  1.500  0.241  0.131
C  1.277  3.521  1.426  -0.218
C  5.151  1.692  1.235  0.468
C  3.246  4.079  3.537  -0.842
C  0.024  1.141  -8.919  -0.368
C  1.245  1.655  -9.631  -0.610
C  0.234  2.568  0.937  0.530
C  6.960  -0.785  -0.180  -0.539
C  -0.996  -0.872  -5.738  -0.471
C  3.604  3.174  2.410  0.436
C  -1.008  2.447  1.545  -1.005
C  0.547  1.755  -0.152  1.362
C  6.971  0.727  0.043  -0.846
C  5.756  -3.008  0.205  -1.266
C  2.653  2.942  1.413  0.047
C  -3.421  -0.145  2.104  0.324
C  -6.617  -3.379  6.463  -0.681
C  2.967  2.120  0.324  -0.089
C  -1.243  0.561  -5.349  -0.547
C  -3.276  1.316  1.732  -0.871
C  -0.365  0.838  -0.659  -2.371
C  -8.026  -2.964  6.790  -0.557
C  -5.812  -3.622  1.286  -0.314
C  1.916  1.916  -0.719  -0.224
C  -1.927  1.517  1.079  0.847
H  -4.097  1.580  1.075  0.377
H  5.424  -3.538  -0.685  0.303
H  1.705  3.876  5.025  0.290
H  -6.595  -4.411  6.120  0.343
H  -5.658  -2.563  1.468  0.135
H  -3.311  1.851  2.682  0.338
H  -1.231  3.078  2.396  0.423
H  0.198  0.974  -7.861  0.088
H  1.166  1.575  -10.710  0.401
H  7.339  -1.026  -1.175  0.237
H  -6.897  -4.181  3.074  0.059
H  -2.317  0.024  -0.426  0.633
H  -0.810  1.829  -9.047  0.386
H  -1.708  -1.557  -5.290  0.468
H  -0.070  0.238  -1.498  1.004
H  3.158  2.688  5.097  0.276
H  -1.016  -0.986  -6.821  0.115
H  4.945  -1.310  -0.796  0.173
H  5.146  -1.065  0.935  0.187
H  -2.170  -1.518  2.485  0.344
H  7.657  -1.227  0.536  0.416
H  6.795  -3.262  0.410  0.337
H  -5.938  -3.263  7.301  0.410
H  -7.887  -3.469  1.788  0.380
H  6.594  1.291  -0.809  0.461
H  3.483  5.135  3.469  0.405
H  5.562  2.710  3.087  0.493
H  5.125  -3.374  1.011  0.332
H  -5.855  -3.804  0.217  0.463
H  -8.493  -3.695  7.448  0.363
H  -8.640  -2.829  5.906  0.356
H  -0.401  1.210  -5.565  0.365
H  1.436  2.690  -9.356  0.355
H  4.407  0.866  -0.609  0.774
H  -2.133  0.941  -5.847  0.355
H  8.025  0.994  0.136  0.361

***

Calculated values (eV) of electronic energy for the records, taken in order: -90453.14548 -43139.50925 -602269.83903.